Entry 1:
{"formula": "C24H58N4O10", "method": "ωB97M-V with the def2-TZVPD basis set", "de_lowest_ev": 1.518, "energy_ha": -1920.5615, "total_charge": 0, "molar_mass_g_mol": 562.75, "lumo_energy_ev": 0.296, "species": ["C", "C", "O", "N", "C", "H", "H", "H", "H", "H", "H", "H", "C", "C", "O", "N", "C", "H", "H", "H", "H", "H", "H", "H", "C", "C", "O", "N", "C", "H", "H", "H", "H", "H", "H", "H", "C", "C", "O", "N", "C", "H", "H", "H", "H", "H", "H", "H", "C", "O", "C", "C", "O", "C", "H", "H", "H", "H", "H", "H", "H", "H", "H", "H", "C", "O", "C", "C", "O", "C", "H", "H", "H", "H", "H", "H", "H", "H", "H", "H", "C", "O", "C", "C", "O", "C", "H", "H", "H", "H", "H", "H", "H", "H", "H", "H"], "xyz": [[12.24756, 16.74760, 17.67065], [13.08707, 15.56922, 18.21668], [13.87160, 15.61499, 19.16101], [13.00061, 14.38253, 17.56756], [13.91748, 13.30893, 17.90683], [12.90357, 17.63245, 17.89192], [11.24860, 16.77956, 18.20610], [12.00804, 16.72514, 16.65554], [12.55940, 14.39116, 16.62899], [13.97076, 13.29137, 19.01842], [14.88773, 13.45959, 17.47829], [13.57531, 12.34452, 17.61529], [7.83313, 14.78830, 13.73718], [7.74739, 14.05767, 15.08337], [6.83848, 13.25659, 15.42100], [8.78743, 14.46606, 15.87167], [9.04228, 13.81087, 17.15044], [8.84942, 14.66032, 13.30800], [7.62162, 15.86272, 13.92570], [7.09426, 14.40574, 13.04318], [9.59689, 14.96883, 15.52834], [8.13523, 13.68499, 17.72441], [9.61563, 14.45597, 17.73606], [9.49695, 12.82188, 17.02203], [13.13819, 14.88705, 13.24998], [11.99849, 15.61695, 13.93919], [11.44448, 15.05469, 14.88855], [11.58224, 16.75577, 13.42927], [10.64624, 17.68973, 14.11114], [12.75901, 13.93704, 12.99251], [13.93030, 14.82358, 14.03775], [13.50997, 15.28773, 12.31240], [12.17524, 17.01515, 12.64522], [10.97029, 17.75939, 15.17041], [9.59547, 17.32862, 14.14357], [10.71694, 18.65661, 13.62809], [10.79138, 15.51212, 9.76723], [11.71651, 16.60180, 9.55281], [12.58354, 16.87504, 10.38134], [11.53138, 17.31666, 8.45545], [10.50865, 17.09280, 7.40979], [10.83579, 14.67952, 9.02067], [9.68163, 15.80978, 9.73292], [10.96853, 15.18908, 10.81011], [12.08471, 18.14246, 8.41297], [10.82736, 17.75538, 6.64080], [9.54622, 17.47584, 7.63964], [10.50222, 16.03381, 7.12238], [13.07311, 20.42610, 9.94405], [13.72071, 19.77244, 8.89440], [15.08049, 19.43200, 9.17885], [15.97060, 20.60105, 9.41366], [15.83870, 21.11718, 10.74143], [16.64017, 22.25386, 10.89414], [12.08243, 20.44675, 9.58129], [13.39954, 21.49298, 10.10998], [13.12195, 20.00109, 10.95207], [15.39375, 18.87022, 8.31097], [15.11711, 18.73588, 9.97949], [15.53842, 21.40751, 8.74142], [16.99909, 20.26678, 9.16694], [16.24348, 23.17426, 10.50276], [17.61661, 22.07278, 10.60738], [16.72526, 22.41846, 11.95847], [7.74067, 10.04263, 14.43571], [9.05492, 9.55230, 14.45806], [10.05376, 10.40063, 13.97528], [11.35656, 9.69490, 14.23235], [12.38168, 10.55068, 13.81600], [13.65269, 9.99258, 13.96338], [7.39167, 10.41755, 13.43425], [7.50766, 10.82517, 15.15005], [7.10341, 9.17886, 14.69110], [10.04404, 11.30767, 14.51545], [10.00255, 10.54187, 12.90525], [11.42670, 8.72017, 13.67505], [11.40320, 9.38886, 15.28268], [14.30595, 10.78132, 13.52116], [13.81031, 9.03639, 13.43569], [13.88303, 9.89822, 15.02538], [14.84285, 19.39698, 13.27947], [15.47398, 19.25612, 14.56035], [15.01577, 18.06044, 15.17535], [15.66121, 17.83148, 16.53680], [15.32029, 18.85176, 17.44755], [15.63578, 18.45173, 18.78911], [15.26697, 20.19314, 12.71100], [13.78390, 19.54908, 13.57074], [14.98806, 18.49344, 12.70575], [15.14591, 17.19202, 14.53636], [13.93537, 18.20814, 15.37989], [16.73882, 17.77072, 16.40083], [15.31941, 16.80491, 16.81944], [15.27719, 17.43196, 19.04737], [15.12135, 19.22292, 19.37776], [16.72940, 18.39250, 19.00484]]}

=====

Entry 2:
{"formula": "C4H3NO2", "method": "ωB97M-V with the def2-TZVPD basis set", "de_lowest_ev": 3.040, "energy_ha": -359.3586, "total_charge": 0, "molar_mass_g_mol": 97.07, "lumo_energy_ev": -0.400, "species": ["N", "C", "C", "C", "C", "O", "O", "H", "H", "H"], "xyz": [[-1.05126, -0.67983, -1.51413], [-0.20649, -0.22126, -0.64176], [-0.90709, -0.11083, 0.65771], [0.08054, 0.37236, 1.42681], [1.34044, 0.56353, 0.68863], [2.42738, 0.94766, 0.93700], [1.04242, 0.12282, -0.73809], [-0.90207, -0.87178, -2.50173], [-1.85663, -0.74107, -0.79325], [0.03277, 0.61841, 2.47880]]}

=====

Entry 3:
{"formula": "C11H20N4O3", "method": "ωB97M-V with the def2-TZVPD basis set", "de_lowest_ev": 3.294, "energy_ha": -875.8466, "total_charge": 0, "molar_mass_g_mol": 256.31, "lumo_energy_ev": 0.683, "species": ["C", "C", "N", "C", "C", "O", "C", "O", "N", "N", "C", "C", "O", "H", "H", "H", "H", "H", "H", "H", "H", "H", "H", "H", "H", "H", "H", "H", "N", "C", "C", "C", "C", "H", "H", "H", "H", "H"], "xyz": [[-2.57523, -0.61373, -2.60342], [-1.38740, 0.03796, -3.34220], [-0.06948, -0.53715, -3.02497], [0.23974, -0.65282, -1.60002], [0.11447, 0.71695, -0.93453], [1.05485, 0.86230, 0.14952], [0.96548, -0.06113, 1.11006], [-0.08551, -0.47597, 1.53831], [2.24504, -0.47924, 1.58885], [2.31404, -1.89580, 1.34784], [0.20940, -1.71406, -3.73747], [0.28188, -1.57873, -5.24123], [0.43850, -2.76787, -3.18691], [-3.35912, -0.86434, -3.32265], [-2.29564, -1.54377, -2.10751], [-3.01915, 0.07519, -1.88195], [-1.53755, -0.08485, -4.41564], [-1.36978, 1.11466, -3.15240], [1.27401, -0.99416, -1.50763], [-0.38181, -1.39231, -1.08717], [-0.89425, 0.87631, -0.54524], [0.38068, 1.50053, -1.64269], [2.28344, -0.27197, 2.58680], [1.64908, -2.38344, 1.94456], [3.24714, -2.19859, 1.59346], [0.24198, -0.54228, -5.57582], [1.22891, -2.01019, -5.57165], [-0.51921, -2.14956, -5.71785], [-0.33501, 1.56403, 3.81900], [0.19939, 0.86374, 4.86428], [0.38361, 1.73600, 5.90525], [-0.06262, 3.01270, 5.46927], [-0.50033, 2.87174, 4.17831], [-0.56942, 1.16892, 2.92475], [0.39560, -0.19187, 4.78021], [0.78818, 1.48655, 6.87184], [-0.06222, 3.92750, 6.03776], [-0.91171, 3.58875, 3.48889]]}

=====

Entry 4:
{"formula": "C4H5NO2", "method": "ωB97M-V with the def2-TZVPD basis set", "de_lowest_ev": 4.302, "energy_ha": -360.5113, "total_charge": 0, "molar_mass_g_mol": 99.09, "lumo_energy_ev": -0.754, "species": ["C", "C", "C", "O", "C", "O", "N", "H", "H", "H", "H", "H"], "xyz": [[0.50731, -1.01607, 0.27369], [-1.72526, 0.33111, 0.09794], [-0.25819, 0.22984, -0.03733], [1.52197, -0.88406, -0.67942], [2.00926, 0.73016, -0.55329], [0.42282, 1.24757, -0.37619], [3.02815, 1.28554, -0.52520], [0.88554, -1.00705, 1.31056], [-0.10884, -1.90517, 0.09411], [-2.01442, 0.17106, 1.13841], [-2.09262, 1.29158, -0.25548], [-2.17572, -0.47452, -0.48779]]}

=====

Entry 5:
{"formula": "C5H8N2O", "method": "ωB97M-V with the def2-TZVPD basis set", "de_lowest_ev": 3.646, "energy_ha": -379.9542, "total_charge": 0, "molar_mass_g_mol": 112.13, "lumo_energy_ev": [0.483, 0.009], "species": ["C", "C", "C", "C", "C", "O", "N", "N", "H", "H", "H", "H", "H", "H", "H", "H"], "xyz": [[-1.26006, -0.10333, -0.34505], [-1.59405, -1.51344, 0.04365], [2.30210, 1.03804, 0.65187], [1.12500, 0.34830, 0.05228], [-0.21380, 0.66836, 0.18875], [-2.38976, 0.54267, -0.78788], [0.58368, -1.30671, -1.45571], [1.32194, -0.79932, -0.69372], [-2.14712, 1.40125, -1.15339], [-0.44923, 1.64098, 0.61029], [-0.78120, -1.99620, 0.58041], [-2.46603, -1.47173, 0.70553], [-1.85794, -2.12441, -0.82007], [2.05576, 2.08317, 0.84642], [3.15874, 0.99905, -0.02545], [2.61198, 0.59333, 1.60205]]}

=====

Entry 6:
{"formula": "C27H20N5O4SeTl", "method": "ωB97M-V with the def2-TZVPD basis set", "de_lowest_ev": 0.136, "energy_ha": -4189.6107, "total_charge": -2, "molar_mass_g_mol": 761.83, "lumo_energy_ev": 4.499, "species": ["Tl", "O", "C", "C", "C", "C", "C", "C", "C", "N", "N", "C", "O", "C", "C", "C", "C", "C", "C", "H", "H", "H", "H", "H", "H", "H", "H", "H", "H", "O", "C", "C", "C", "C", "C", "C", "C", "O", "N", "N", "C", "C", "C", "C", "C", "C", "N", "H", "H", "H", "H", "H", "H", "H", "H", "H", "H", "Se"], "xyz": [[0.36116, -0.18936, -0.26895], [-0.87165, 1.14246, 0.99339], [-1.05472, 1.00032, 2.27120], [-2.36775, 1.07806, 2.79203], [-2.62577, 1.00644, 4.14250], [-1.58928, 0.84901, 5.06511], [-0.29786, 0.76415, 4.57779], [-0.00453, 0.82746, 3.21512], [1.40549, 0.76031, 2.83083], [1.81155, 0.62123, 1.62950], [3.18489, 0.54744, 1.45666], [3.47557, 0.70351, 0.17887], [2.70410, 0.95379, -0.77765], [4.94229, 0.54763, -0.13580], [5.30767, 0.06951, -1.38945], [6.64751, -0.08924, -1.71178], [7.63534, 0.24608, -0.79400], [7.27274, 0.73304, 0.45566], [5.93193, 0.87451, 0.78488], [-3.16575, 1.18013, 2.06768], [-3.65338, 1.06196, 4.48773], [-1.78765, 0.78704, 6.12779], [0.53197, 0.64346, 5.26813], [2.15573, 0.82658, 3.62656], [4.51618, -0.18320, -2.08196], [6.92429, -0.48109, -2.68405], [8.68248, 0.12533, -1.04953], [8.03668, 0.99628, 1.17955], [5.62674, 1.22442, 1.76177], [-3.39538, -3.57473, 1.30683], [-3.96034, -3.82395, 0.11898], [-4.77299, -4.95548, -0.00820], [-5.38490, -5.24344, -1.21336], [-5.19471, -4.41707, -2.31760], [-4.38684, -3.29817, -2.18727], [-3.76483, -2.97813, -0.98585], [-2.88559, -1.76718, -0.84010], [-2.31114, -1.59396, 0.26165], [-2.82876, -0.97825, -1.92071], [-1.90707, -0.00447, -1.74691], [-2.02147, 1.03253, -2.48863], [-1.08381, 2.14690, -2.33433], [-1.34469, 3.36274, -2.97310], [-0.50143, 4.43299, -2.75542], [0.58666, 4.27252, -1.91071], [0.79432, 3.02465, -1.34199], [-0.01019, 1.99199, -1.55636], [-2.85942, -2.72882, 1.15663], [-4.89952, -5.58940, 0.85944], [-6.01120, -6.12498, -1.29520], [-5.66607, -4.64545, -3.26484], [-4.20987, -2.63242, -3.02172], [-2.85500, 1.13259, -3.18583], [-2.21339, 3.44859, -3.61276], [-0.69544, 5.38535, -3.23669], [1.27249, 5.08150, -1.70276], [1.64792, 2.80558, -0.71572], [1.12670, -2.38933, -1.10704]]}